(1)
Formula: C6H12N3
Source: OMol25
Level of theory: wB97M-V/def2-TZVPD

net charge: +1
highest occupied orbital energy: -13.385 eV
SMILES string: C[C@H](N)[C@@]1(C)C=NC=[NH+]1
multiplicity: 1
gap between HOMO and LUMO: 8.35 eV
lowest unoccupied orbital energy: -5.03 eV

Cartesian coordinates (Å):
C 0.76 0.38 -1.80
C -0.09 -0.55 -0.80
N -1.44 -0.45 -1.02
C 0.40 -0.05 0.87
C 0.01 -1.09 1.87
C 1.75 0.48 0.69
N 1.79 1.78 0.74
C 0.55 2.18 0.94
N -0.34 1.21 0.99
H 0.66 1.40 -1.62
H 0.40 0.20 -2.89
H 1.82 0.12 -1.61
H 0.32 -1.50 -0.67
H -1.89 0.16 -1.54
H -1.95 -1.24 -0.49
H 0.47 -0.93 2.85
H 0.38 -2.00 1.49
H -1.05 -1.04 1.92
H 2.63 -0.12 0.57
H 0.45 3.22 0.94
H -1.17 1.25 1.66

Mulliken atomic charge list, values in e, 2 entries:
1. C -1.31
2. C 0.03

---

(2)
Formula: C6H12N3
Source: OMol25
Level of theory: wB97M-V/def2-TZVPD

net charge: +1
highest occupied orbital energy: -12.275 eV
SMILES string: C/C(N)=C(C)\N=C/C=[NH2+]
multiplicity: 1
gap between HOMO and LUMO: 7.56 eV
lowest unoccupied orbital energy: -4.71 eV

Cartesian coordinates (Å):
C 1.00 -0.39 1.52
C -0.11 -0.66 0.59
N -0.43 -1.89 0.29
C -1.01 0.45 0.16
C -2.48 0.22 0.34
N -0.60 1.54 -0.34
C 0.68 1.90 -0.67
C 1.56 1.08 -1.25
N 1.27 -0.28 -1.44
H 1.70 -1.22 1.58
H 0.57 -0.22 2.51
H 1.52 0.53 1.25
H -1.25 -2.09 -0.26
H 0.17 -2.66 0.55
H -2.88 -0.33 -0.50
H -2.99 1.18 0.37
H -2.69 -0.33 1.26
H 0.87 2.95 -0.55
H 2.52 1.46 -1.57
H 0.50 -0.43 -2.09
H 2.08 -0.81 -1.76

Mulliken atomic charge list, values in e, 2 entries:
1. C -1.34
2. C 0.74

---

(3)
Formula: C6H12N3
Source: OMol25
Level of theory: wB97M-V/def2-TZVPD

net charge: +1
highest occupied orbital energy: -11.515 eV
SMILES string: C[NH2+]/C=C/C=C\N=C\N
multiplicity: 1
gap between HOMO and LUMO: 8.23 eV
lowest unoccupied orbital energy: -3.29 eV

Cartesian coordinates (Å):
C -0.17 -2.61 1.62
N 0.47 -2.26 0.29
C 0.53 -0.84 0.14
C 1.33 -0.05 0.86
C 1.29 1.42 0.92
C 0.63 2.19 0.07
N -0.30 1.97 -0.96
C -0.60 2.88 -1.84
N -1.59 2.53 -2.69
H 0.40 -2.27 2.49
H -1.04 -1.93 1.44
H -0.42 -3.68 1.82
H -0.16 -2.72 -0.40
H 1.45 -2.63 0.38
H -0.14 -0.41 -0.70
H 1.91 -0.51 1.69
H 1.99 1.84 1.48
H 0.82 3.23 0.16
H -0.05 3.77 -2.12
H -1.88 3.22 -3.34
H -2.28 1.91 -2.54

Mulliken atomic charge list, values in e, 2 entries:
1. C -0.80
2. N -0.04

---

(4)
Formula: C6H12N4
Source: OMol25
Level of theory: wB97M-V/def2-TZVPD

net charge: +2
highest occupied orbital energy: -15.987 eV
multiplicity: 1
gap between HOMO and LUMO: 8.42 eV
lowest unoccupied orbital energy: -7.57 eV

Cartesian coordinates (Å):
C -0.61 -0.22 -0.92
C -1.02 -0.21 0.43
C 1.44 0.80 -1.85
C -3.11 0.50 4.02
C 3.87 0.53 -1.76
C 2.54 -0.18 -1.90
N -3.07 -1.18 0.16
N 0.39 0.43 -1.30
N -2.93 0.54 5.13
N -2.19 -0.58 0.92
H -1.27 -0.82 -1.61
H -0.45 0.26 1.33
H 1.63 1.86 -2.26
H -3.47 0.49 2.96
H 4.22 1.31 -2.40
H 4.57 -0.21 -1.95
H 3.90 0.84 -0.74
H 2.35 -1.05 -1.21
H 2.65 -0.70 -2.94
H -2.82 -1.50 -0.80
H -2.57 0.58 6.18
H -4.04 -1.49 0.49

Mulliken atomic charge list, values in e, 2 entries:
1. C -0.27
2. C 0.03

---

(5)
Formula: C6H12N4O
Source: OMol25
Level of theory: wB97M-V/def2-TZVPD

highest occupied orbital energy: -8.230 eV
multiplicity: 1
gap between HOMO and LUMO: 9.01 eV
lowest unoccupied orbital energy: 0.78 eV

Cartesian coordinates (Å):
C 2.16 0.75 0.91
C 1.43 0.02 -0.22
C -1.02 0.75 -0.83
C -1.60 -0.43 -1.69
C -0.93 -1.96 -0.12
C -0.74 -0.84 0.75
H 3.26 0.76 0.63
H 2.14 0.08 1.73
H 1.77 0.36 -1.30
H 1.58 -1.04 -0.24
H -1.68 1.29 -0.20
H -0.56 1.47 -1.56
H -2.42 0.04 -2.27
H -0.94 -0.79 -2.50
H -1.26 -2.80 0.43
H 0.05 -2.12 -0.64
H -1.63 -0.34 1.22
H -0.19 -1.18 1.63
N 0.11 2.84 2.62
N 0.78 2.39 1.68
N 1.70 2.13 0.94
N -0.01 0.22 0.05
O -2.01 -1.57 -1.02

Mulliken atomic charge list, values in e, 2 entries:
1. C -0.47
2. C -0.65

---

(6)
Formula: C6H12N4O
Source: OMol25
Level of theory: wB97M-V/def2-TZVPD

net charge: +2
highest occupied orbital energy (alpha / beta): -17.404 / -16.211 eV
multiplicity: 1
gap between HOMO and LUMO (alpha / beta): 8.52 / 6.63 eV
lowest unoccupied orbital energy (alpha / beta): -8.88 / -9.58 eV

Cartesian coordinates (Å):
C 2.37 -1.04 -0.70
C 1.24 -1.57 -0.13
C 1.35 0.52 0.53
C -2.72 -0.24 -0.13
C 3.37 1.29 -0.57
C -0.44 -0.80 1.44
N 2.37 0.29 -0.24
N 0.59 -0.65 0.65
N -3.05 -0.95 -1.13
N -3.38 0.61 0.56
O -4.62 1.01 0.01
H 3.16 -1.39 -1.29
H 0.84 -2.47 -0.38
H 0.91 1.35 1.04
H 4.36 0.75 -0.61
H 2.99 1.59 -1.54
H 3.40 2.04 0.15
H -0.64 0.04 2.08
H -0.68 -1.88 1.75
H -2.50 -1.58 -1.72
H -3.92 -0.88 -1.57
H -3.01 0.86 1.50
H -4.67 1.92 0.08

Mulliken atomic charge list, values in e, 2 entries:
1. C -0.33
2. C -0.46

---

(7)
Formula: C6H12N4O2
Source: OMol25
Level of theory: wB97M-V/def2-TZVPD

highest occupied orbital energy: -8.349 eV
SMILES string: CO/C(C)=N/N.O=C1CC=NN1
multiplicity: 1
gap between HOMO and LUMO: 9.08 eV
lowest unoccupied orbital energy: 0.73 eV

Cartesian coordinates (Å):
C 3.00 1.80 -1.00
O 2.82 1.15 0.27
C 2.33 -0.10 0.26
C 2.24 -0.76 1.62
N 1.93 -0.63 -0.82
N 1.49 -1.97 -0.75
H 3.80 1.28 -1.54
H 3.26 2.85 -0.84
H 2.09 1.70 -1.58
H 1.18 -0.75 1.94
H 2.85 -0.21 2.35
H 2.55 -1.82 1.54
H 1.15 -2.21 0.19
H 0.72 -2.05 -1.38
O -2.95 2.05 0.44
C -2.67 0.89 0.18
C -3.13 0.02 -0.95
C -2.48 -1.28 -0.58
N -1.76 -1.24 0.48
N -1.82 0.08 0.91
H -2.79 0.40 -1.92
H -4.21 -0.06 -0.99
H -2.58 -2.20 -1.15
H -1.53 0.32 1.83

Mulliken atomic charge list, values in e, 2 entries:
1. C -0.65
2. O -0.38

---

(8)
Formula: C6H12NO
Source: OMol25
Level of theory: wB97M-V/def2-TZVPD

net charge: -1
highest occupied orbital energy: -2.175 eV
SMILES string: C/C(=C\N)CCC[O-]
multiplicity: 1
gap between HOMO and LUMO: 5.50 eV
lowest unoccupied orbital energy: 3.33 eV

Cartesian coordinates (Å):
C 0.70 -1.25 1.00
C 0.00 0.07 0.85
C -0.76 0.58 1.82
N -1.05 -0.12 3.05
C 0.29 0.83 -0.40
C -0.39 0.19 -1.64
C 0.58 -0.01 -2.84
O 0.72 1.10 -3.58
H 0.78 -1.72 0.02
H 0.17 -1.94 1.65
H 1.71 -1.14 1.39
H -1.26 1.52 1.62
H -0.46 0.18 3.81
H -2.03 0.01 3.29
H 1.36 0.95 -0.58
H -0.08 1.85 -0.30
H -1.11 0.91 -2.01
H -0.94 -0.72 -1.37
H 1.55 -0.36 -2.39
H 0.22 -0.93 -3.39

Mulliken atomic charge list, values in e, 2 entries:
1. C -1.30
2. C 0.58

---

(9)
Formula: C6H12NO
Source: OMol25
Level of theory: wB97M-V/def2-TZVPD

net charge: -1
highest occupied orbital energy: -1.289 eV
multiplicity: 1
gap between HOMO and LUMO: 5.35 eV
lowest unoccupied orbital energy: 4.06 eV

Cartesian coordinates (Å):
C -0.72 -0.31 2.52
O -1.72 0.46 1.83
C 0.45 -0.89 1.63
C 0.18 -1.15 0.24
C 0.35 -0.39 -0.96
C 0.32 -0.95 -2.27
C 0.23 1.88 -1.80
N 0.65 0.99 -0.78
H -1.24 -1.17 3.02
H -0.30 0.30 3.30
H 0.75 -1.73 2.28
H 1.30 -0.21 1.74
H 0.02 -2.20 -0.01
H -1.70 -0.09 1.02
H 0.29 -0.29 -3.09
H 0.30 -2.01 -2.38
H 0.20 2.97 -1.62
H 0.96 1.82 -2.64
H -0.78 1.71 -2.27
H 0.45 1.28 0.23

Mulliken atomic charge list, values in e, 2 entries:
1. C -0.67
2. O -0.47

---

(10)
Formula: C6H12NO
Source: OMol25
Level of theory: wB97M-V/def2-TZVPD

net charge: +1
highest occupied orbital energy: -14.287 eV
SMILES string: CO[C@@H]1C=CC[N@H+]1C
multiplicity: 1
gap between HOMO and LUMO: 11.36 eV
lowest unoccupied orbital energy: -2.92 eV

Cartesian coordinates (Å):
C 1.44 -1.97 -1.49
O 0.91 -1.39 -0.36
C 0.77 0.05 -0.21
C 1.72 0.58 0.75
C 1.12 0.96 1.86
C -0.34 0.75 1.78
N -0.62 0.09 0.48
C -1.78 0.70 -0.15
H 0.92 -1.95 -2.40
H 1.55 -3.02 -1.22
H 2.41 -1.50 -1.72
H 0.91 0.56 -1.12
H 2.79 0.57 0.48
H 1.58 1.42 2.79
H -0.65 0.05 2.68
H -0.80 1.64 1.73
H -0.87 -0.85 0.65
H -2.01 1.66 -0.18
H -2.02 0.12 -1.05
H -2.70 0.41 0.44

Mulliken atomic charge list, values in e, 2 entries:
1. C -0.75
2. O -0.36

---

Sequential calculated total energy output: -10878.344, -10879.389, -10877.997, -12355.362, -14419.773, -14402.524, -16470.038, -9953.039, -9952.131, -9944.972 eV
Sequential energy relative to the best compared isomer or geometry (same formula, charge and spin) output: 286.8, 186.0, 320.4, 367.0, 403.0, 455.8, 157.9, 29.6, 117.2, 205.8 kJ/mol